Formula: C25H40AsI2N8O4P2S4Se2Ti
Source: the Open Molecules 2025 dataset
Level of theory: the ωB97M-V functional and the def2-TZVPD basis

Structure (XYZ):
```
89
C25H40AsI2N8O4P2S4Se2Ti, DFT the ωB97M-V functional and the def2-TZVPD basis
Ti 1.075 0.770 0.351
Se -0.418 2.799 -0.123
Se 0.930 4.129 1.241
C 2.068 2.976 2.255
C 2.725 3.620 3.299
C 3.642 2.920 4.057
C 3.902 1.597 3.737
C 3.216 1.025 2.688
N 2.295 1.685 1.968
C 2.519 1.857 -0.588
C 3.480 2.793 -0.961
C 4.005 2.636 -2.224
C 3.566 1.590 -3.062
C 2.619 0.709 -2.608
N 2.150 0.893 -1.363
H 2.509 4.661 3.497
H 4.149 3.402 4.882
H 4.623 1.009 4.286
H 3.406 0.007 2.383
H 3.786 3.594 -0.303
H 4.763 3.321 -2.584
H 3.978 1.469 -4.054
H 2.227 -0.113 -3.189
C -1.790 -2.934 1.528
N -2.793 -1.902 1.243
C -4.119 -2.394 0.855
P -2.336 -0.425 0.725
O -0.908 -0.154 0.974
O -2.620 -0.389 -0.877
P -1.522 -0.243 -2.063
O -0.145 -0.226 -1.517
N -1.802 -1.552 -3.001
C -2.558 -1.512 -4.245
C -1.788 -2.852 -2.338
N -1.956 1.105 -2.858
C -0.967 1.963 -3.507
C -3.347 1.455 -3.120
N -3.443 0.623 1.302
C -3.888 1.787 0.546
C -4.193 0.396 2.529
H -1.963 -3.361 2.517
H -0.793 -2.505 1.502
H -1.846 -3.734 0.785
H -4.177 -3.452 1.102
H -4.300 -2.279 -0.216
H -4.913 -1.882 1.397
H -2.431 -0.551 -4.737
H -3.626 -1.694 -4.084
H -2.177 -2.283 -4.916
H -1.244 -2.789 -1.394
H -1.284 -3.587 -2.968
H -2.805 -3.204 -2.136
H 0.033 1.689 -3.180
H -1.141 3.002 -3.225
H -1.033 1.870 -4.595
H -4.020 0.760 -2.621
H -3.557 1.436 -4.193
H -3.552 2.461 -2.748
H -4.918 1.651 0.203
H -3.246 1.964 -0.311
H -3.840 2.677 1.176
H -3.778 -0.439 3.086
H -5.247 0.197 2.314
H -4.144 1.290 3.156
S 1.405 -4.837 1.788
As 1.857 -3.603 3.582
S 1.246 -1.526 2.985
S 1.796 -1.435 0.977
S 3.396 -4.202 2.115
I 5.362 -0.697 -0.170
C 4.388 -2.000 -1.502
C 5.156 -2.756 -2.382
C 4.483 -3.599 -3.248
C 3.096 -3.656 -3.202
C 2.437 -2.851 -2.292
N 3.078 -2.028 -1.458
H 6.234 -2.685 -2.378
H 5.038 -4.205 -3.953
H 2.541 -4.313 -3.857
H 1.354 -2.835 -2.220
N -0.723 0.770 4.928
C -0.796 1.648 3.903
O -0.202 1.495 2.854
C -1.682 2.856 4.112
I -0.712 4.290 5.357
H -0.135 -0.041 4.818
H -1.186 0.935 5.804
H -1.854 3.332 3.152
H -2.615 2.613 4.613
```

Spin multiplicity ... 1
Strongest force on any atom ... 1.0 eV Å⁻¹
Total charge ... +1
E_HOMO ... -9.48 eV
LUMO energy ... -2.840 eV

Formula: C25H40Br2NO11P2PbSb
Source: the Open Molecules 2025 dataset
Level of theory: the ωB97M-V functional and the def2-TZVPD basis

Structure (XYZ):
```
83
C25H40Br2NO11P2PbSb, DFT the ωB97M-V functional and the def2-TZVPD basis
Pb 1.581 0.089 2.336
C -3.355 0.400 3.006
C -1.955 0.996 2.932
C -1.875 2.350 3.630
O -1.017 0.151 3.567
C -1.523 1.217 1.477
O -2.465 1.553 0.662
O -0.346 1.143 1.109
H -3.623 0.283 4.057
H -3.372 -0.575 2.520
H -4.083 1.045 2.517
H -2.095 2.204 4.687
H -2.601 3.048 3.212
H -0.875 2.777 3.539
H -1.172 -0.771 3.243
O -3.499 -1.764 0.347
P -2.369 -1.821 -0.790
O -2.812 -2.506 -2.010
O -1.873 -0.390 -0.888
O -1.171 -2.674 -0.123
P -0.322 -2.477 1.225
O 0.378 -3.909 1.350
O -1.211 -2.196 2.383
O 0.804 -1.511 0.931
H -4.013 -2.579 0.380
H -0.239 -4.584 1.655
Br 3.442 3.593 -1.167
C 4.097 1.840 -0.909
C 5.093 1.370 -1.782
C 5.587 0.107 -1.660
Br 6.914 -0.484 -2.879
C 5.112 -0.754 -0.640
C 5.551 -2.080 -0.435
C 5.024 -2.824 0.582
C 4.053 -2.243 1.413
N 3.632 -1.014 1.251
C 4.125 -0.258 0.240
C 3.564 1.066 0.107
O 2.617 1.468 0.900
H 5.457 2.024 -2.561
H 6.296 -2.497 -1.098
H 5.335 -3.845 0.752
H 3.613 -2.811 2.225
C -1.773 4.759 -2.139
C -1.680 3.877 -0.888
C -2.756 4.344 0.097
C -0.305 4.060 -0.245
Sb -1.962 1.715 -1.351
C -3.973 1.499 -2.161
C -4.443 2.794 -2.820
C -4.886 1.155 -0.983
C -4.012 0.388 -3.208
C -0.268 1.137 -2.654
C 0.871 0.689 -1.749
C 0.177 2.334 -3.490
C -0.688 0.016 -3.599
H -1.448 5.767 -1.857
H -2.792 4.846 -2.511
H -1.135 4.439 -2.957
H -2.695 5.435 0.176
H -2.610 3.930 1.091
H -3.769 4.097 -0.222
H -0.191 5.114 0.032
H 0.514 3.809 -0.917
H -0.176 3.461 0.655
H -4.531 3.621 -2.117
H -5.439 2.612 -3.236
H -3.799 3.100 -3.647
H -4.921 1.956 -0.243
H -4.585 0.239 -0.478
H -5.898 1.012 -1.376
H -3.488 0.682 -4.118
H -5.062 0.230 -3.477
H -3.615 -0.565 -2.866
H 1.183 1.477 -1.063
H 1.725 0.442 -2.391
H 0.612 -0.192 -1.165
H 0.568 3.152 -2.888
H -0.613 2.706 -4.146
H 0.994 1.992 -4.132
H -1.117 -0.846 -3.097
H 0.219 -0.316 -4.116
H -1.384 0.363 -4.361
```

Relative energy (zero: lowest compared OMol25 entry of this formula, charge and spin) ... 0.0 kcal/mol
Spin multiplicity ... 1
Strongest force on any atom ... 0.2 eV Å⁻¹
Total charge ... 0
E_HOMO ... -7.78 eV
LUMO energy ... -0.091 eV

Formula: C25H40BrIN2NaO6P2S2
Source: the Open Molecules 2025 dataset
Level of theory: the ωB97M-V functional and the def2-TZVPD basis

Structure (XYZ):
```
80
C25H40BrIN2NaO6P2S2, DFT the ωB97M-V functional and the def2-TZVPD basis
Na -0.179 -1.954 -0.179
C -7.029 -2.522 2.007
C -5.557 -2.628 2.324
O -4.875 -3.399 1.340
P -3.739 -2.662 0.422
S -3.198 -3.748 -1.106
S -2.317 -1.987 1.621
O -4.689 -1.428 -0.071
C -4.188 -0.336 -0.857
C -4.796 0.969 -0.395
H -7.545 -1.812 2.673
H -7.533 -3.491 2.074
H -7.173 -2.188 0.947
H -5.352 -3.157 3.279
H -5.093 -1.647 2.396
H -4.412 -0.602 -1.916
H -3.089 -0.335 -0.783
H -5.863 0.907 -0.502
H -4.385 1.824 -0.953
H -4.576 1.094 0.688
Br 1.876 -0.444 -7.961
C 0.110 -1.152 -7.808
C -0.657 -1.350 -8.962
C -1.899 -1.896 -8.812
C -2.360 -2.283 -7.555
C -1.543 -2.117 -6.468
C -0.312 -1.490 -6.564
I 1.108 -1.240 -4.646
H -0.274 -1.038 -9.918
H -2.500 -2.039 -9.723
H -3.353 -2.716 -7.469
H -1.951 -2.440 -5.517
C 3.938 -0.090 -1.346
O 3.089 -0.134 -2.503
C 2.355 -1.307 -2.757
O 2.449 -2.255 -2.018
H 4.088 0.976 -1.152
H 4.883 -0.583 -1.546
H 3.476 -0.609 -0.486
C 2.246 3.710 5.202
C 3.241 3.218 4.135
N 3.391 1.761 4.038
C 3.613 1.036 5.281
C 4.976 1.265 5.912
C 2.497 1.140 3.097
O 1.499 1.780 2.711
C 2.818 -0.182 2.633
C 3.984 -0.982 2.869
C 4.102 -2.201 2.208
C 3.095 -2.639 1.386
N 1.907 -1.953 1.252
C 1.803 -0.806 1.870
H 2.170 4.810 5.051
H 2.602 3.495 6.226
H 1.272 3.252 5.040
H 4.215 3.650 4.362
H 2.918 3.588 3.178
H 3.553 -0.037 5.120
H 2.833 1.304 6.036
H 5.759 1.015 5.205
H 5.127 0.659 6.804
H 5.110 2.307 6.146
H 4.765 -0.555 3.492
H 5.033 -2.741 2.291
H 3.213 -3.526 0.755
H 0.869 -0.311 1.739
C 1.302 2.349 -1.021
P -0.369 1.668 -0.934
C -1.250 2.449 0.467
C -1.206 2.286 -2.425
O -0.376 0.169 -0.910
H 1.189 3.422 -1.152
H 1.840 1.842 -1.851
H 1.784 2.136 -0.062
H -1.357 3.503 0.313
H -0.726 2.261 1.436
H -2.222 1.989 0.513
H -1.203 3.369 -2.440
H -2.224 1.901 -2.461
H -0.730 1.906 -3.314
```

Spin multiplicity ... 2
Strongest force on any atom ... 1.5 eV Å⁻¹
Total charge ... -2
E_HOMO (spin up / spin down) ... 0.09 / -2.03 eV
Expectation value of S² ... 0.77
LUMO energy (spin up / spin down) ... 3.810 / 3.799 eV